# 1
Formula: CH2NO3P
Source: OMol25
Level of theory: ωB97M-V/def2-TZVPD

Each line ends with the Mulliken charge.
Atoms and positions in Å:
H1 0.029 0.432 2.543  0.141
N1 -0.110 0.727 1.614  -0.692
C1 0.373 0.096 0.620  0.071
P1 -0.224 0.020 -1.112  0.773
O1 -1.329 0.981 -1.398  -0.783
O2 0.879 0.014 -2.133  -0.781
O3 -0.851 -1.556 -0.661  -0.923
H2 1.234 -0.714 0.527  0.193

As for the calculated total energy: -17989.750 eV. The net charge is -2. As for the SMILES: [H]/N=C/P(=O)([O-])[O-]. The value obtained for the LUMO energy is 7.62 eV.



# 2
Formula: C6H33O14
Source: OMol25
Level of theory: ωB97M-V/def2-TZVPD

Each line ends with the Mulliken charge.
Atoms and positions in Å:
O1 0.162 0.316 1.878  -0.851
C1 0.579 -0.773 2.426  0.803
O2 1.695 -0.924 2.940  -0.907
C2 -0.417 -1.904 2.206  -1.005
C3 -0.344 -2.254 0.705  -0.198
C4 1.064 -2.394 0.110  1.495
C5 1.343 -1.713 -0.991  -1.860
C6 2.118 -3.153 0.857  -1.420
H1 -1.436 -1.571 2.425  0.346
H2 -0.330 -2.710 2.944  0.372
H3 -0.878 -1.479 0.184  -0.158
H4 -0.712 -3.270 0.561  0.429
H5 0.640 -1.065 -1.494  0.289
H6 2.244 -1.798 -1.588  0.607
H7 1.705 -4.088 1.274  0.298
H8 2.418 -2.508 1.683  0.270
H9 3.012 -3.307 0.255  0.418
H10 -2.846 0.010 1.776  0.422
H11 -1.578 0.685 2.072  0.372
O3 -2.561 0.934 1.938  -0.827
H12 -1.156 4.649 -0.310  0.329
H13 -2.074 3.390 -0.454  0.280
O4 -1.833 4.230 -0.860  -0.654
H14 -0.059 2.117 -0.238  0.169
H15 0.863 1.842 0.992  0.531
O5 0.688 2.461 0.265  -0.618
H16 0.486 -1.556 -4.219  0.325
H17 0.626 -2.701 -3.196  0.331
O6 -0.012 -2.222 -3.735  -0.656
H18 0.383 1.019 -3.390  0.279
H19 0.057 0.963 -4.824  0.279
O7 0.809 0.817 -4.236  -0.572
H20 2.129 0.843 3.190  0.354
H21 3.546 0.716 2.844  0.296
O8 2.905 1.419 2.970  -0.718
H22 1.764 2.713 -2.192  0.221
H23 1.961 1.854 -0.930  0.337
O9 1.882 1.798 -1.918  -0.535
H24 -3.148 1.689 0.610  0.522
H25 -4.502 1.928 0.361  0.372
O10 -3.722 1.906 -0.226  -0.847
H26 -4.032 -1.759 0.596  0.408
H27 -4.087 -3.240 0.448  0.276
O11 -3.998 -2.576 1.143  -0.636
H28 -4.042 0.262 -0.355  0.425
H29 -3.303 -0.831 -1.358  0.289
O12 -4.023 -0.652 -0.754  -0.746
H30 2.822 0.116 -2.287  0.430
H31 3.379 0.505 -3.652  0.279
O13 3.493 -0.119 -2.941  -0.663
H32 2.442 3.295 2.741  0.379
H33 1.781 3.989 1.426  0.314
O14 2.095 4.099 2.327  -0.673

As for the calculated total energy: -35425.526 eV. The net charge is -1. The value obtained for the LUMO energy is 2.37 eV.



# 3
Formula: C5H10O
Source: OMol25
Level of theory: ωB97M-V/def2-TZVPD

Each line ends with the Mulliken charge.
Atoms and positions in Å:
O1 1.678 -0.961 -0.200  -0.572
C1 0.307 -0.975 -0.597  0.092
C2 0.080 0.406 -1.179  -0.957
C3 0.318 1.189 0.264  -0.479
C4 -0.801 0.484 1.035  -0.660
C5 -0.635 -0.999 0.615  -0.684
H1 2.027 -0.162 -0.624  0.359
H2 0.193 -1.841 -1.255  0.347
H3 0.686 0.509 -2.106  0.291
H4 -0.956 0.573 -1.546  0.292
H5 0.244 2.270 0.194  0.389
H6 1.234 1.009 0.878  0.314
H7 -0.798 0.620 2.124  0.349
H8 -1.739 0.898 0.663  0.267
H9 -0.205 -1.614 1.408  0.354
H10 -1.595 -1.434 0.319  0.297

As for the calculated total energy: -7393.698 eV. The net charge is 0. As for the SMILES: OC1CCCC1. The value obtained for the LUMO energy is 1.07 eV.



Record-wise energy above the lowest of the compared OMol25 structures with the same formula, charge and spin values, in kcal/mol: 45.38; 0.00; 24.62
Record-wise HOMO values, in eV: 1.1; -6.5; -9.9
Record-wise orbital gap values, in eV: 6.5; 8.9; 11.0